No. 1
A 3-piece molecular cluster, C26H27N8O3PS overall, computed with ωB97M-V/def2-TZVPD.

```
66
Properties=species:S:1:pos:R:3:forces:R:3
C -0.658 -3.124 3.820 0.1 0.2 -0.1
C 0.191 -2.394 2.780 -0.1 0.2 0.0
C 1.445 -1.704 3.365 -0.2 -0.1 0.2
C 1.578 -0.260 2.941 0.1 -0.2 0.1
C 1.181 0.700 3.897 0.0 0.0 -0.2
C 1.161 2.042 3.646 0.2 0.4 0.2
C 0.568 3.023 4.622 -0.2 -0.6 0.1
C -0.932 2.709 4.770 -0.1 0.4 -0.2
S -1.945 3.872 3.792 -0.3 -0.3 0.1
C -1.645 3.124 2.253 0.2 0.4 -0.3
N -1.384 3.743 1.155 0.0 -0.1 -0.1
N -1.190 2.752 0.190 0.0 0.3 -0.1
C -1.331 1.634 0.793 0.2 0.1 -0.2
O -1.634 1.774 2.103 -0.1 -0.2 0.1
C 1.614 2.494 2.391 -0.1 0.2 -0.1
N 1.589 3.831 2.108 0.0 -0.2 0.1
C 1.921 4.178 0.912 0.2 0.4 -0.2
N 1.902 5.537 0.526 -0.3 0.1 0.0
C 1.117 6.300 1.076 0.0 -0.6 0.3
O 0.383 7.019 1.596 0.1 0.4 -0.2
C 2.328 3.240 -0.072 0.1 -0.1 -0.2
N 2.381 1.975 0.178 -0.1 -0.2 0.1
C 2.018 1.554 1.431 0.0 0.2 -0.1
C 1.994 0.163 1.695 0.2 -0.2 0.0
P 2.475 -0.840 0.202 0.1 0.2 0.0
N 0.877 -0.953 -0.485 0.1 0.0 0.4
O 2.578 -2.371 0.820 0.0 0.0 -0.2
H -0.692 -2.543 4.741 0.0 0.0 0.1
H -1.684 -3.220 3.473 0.0 -0.2 0.0
H -0.259 -4.111 4.044 0.0 -0.1 0.1
H -0.437 -1.626 2.323 0.0 0.1 0.0
H 0.471 -3.076 1.978 0.0 -0.1 0.0
H 1.325 -1.699 4.448 0.1 0.0 0.1
H 2.350 -2.262 3.150 0.0 -0.1 -0.1
H 0.817 0.344 4.853 0.0 0.0 0.1
H 1.057 2.934 5.592 0.1 0.0 0.0
H 0.689 4.027 4.237 0.1 0.2 0.2
H -1.302 2.753 5.789 0.0 0.1 0.1
H -1.159 1.734 4.353 -0.1 -0.2 0.3
H -1.223 0.658 0.344 -0.3 -0.1 0.2
H 2.604 3.590 -1.059 0.0 0.0 -0.1
H 0.268 -1.386 0.213 -0.1 0.0 -0.1
H 0.533 0.006 -0.523 0.0 0.0 -0.6
H 1.871 -2.922 0.470 0.0 -0.1 0.0
C -3.880 -1.012 -3.489 0.0 0.0 0.0
C -2.559 -1.423 -3.435 0.0 0.0 0.0
C -1.843 -1.196 -2.269 0.0 0.0 0.1
N -2.357 -0.594 -1.194 0.0 -0.1 -0.2
C -3.630 -0.204 -1.263 0.0 0.0 0.1
C -4.431 -0.390 -2.379 0.0 0.0 0.0
H -4.473 -1.173 -4.380 0.0 0.0 0.0
H -2.081 -1.913 -4.273 0.0 0.0 0.0
H -0.806 -1.501 -2.185 0.0 0.0 -0.1
H -4.029 0.282 -0.378 0.0 0.0 0.0
H -5.458 -0.053 -2.375 0.0 0.0 0.0
C 2.004 -2.904 -7.407 0.0 0.0 0.0
C 2.208 -3.539 -6.193 0.0 0.0 0.0
C 1.119 -3.728 -5.356 0.0 0.0 0.0
N -0.116 -3.330 -5.652 0.0 0.1 0.0
C -0.296 -2.719 -6.821 0.0 0.0 0.0
C 0.724 -2.485 -7.730 0.0 0.0 0.0
H 2.828 -2.738 -8.089 0.0 0.0 0.0
H 3.190 -3.882 -5.897 0.0 0.0 0.0
H 1.241 -4.223 -4.398 0.0 0.0 0.0
H -1.310 -2.401 -7.038 0.0 0.0 0.0
H 0.517 -1.984 -8.666 0.0 0.0 0.0
```
Positions in Å, forces in eV/Å.

Summary:
- 2S+1: 1
- Structure (SMILES): CCCc1cc(CCSc2nnco2)c2nc(N=C=O)cnc2c1P(N)O.c1ccncc1.c1ccncc1
- Frontier orbital gap: 0.2956 Eh
- LUMO energy: -0.0105 hartree

***

No. 2
A 2-piece molecular cluster, C2HN3O6 overall in a non-equilibrium geometry, computed with ωB97M-V/def2-TZVPD.

```
12
Properties=species:S:1:pos:R:3:forces:R:3
O 0.171 1.850 1.413 0.1 -0.3 0.4
N -0.116 2.405 0.390 0.2 0.6 -0.3
O -0.036 3.582 0.148 0.0 0.7 0.1
C -0.581 1.620 -0.702 0.0 0.1 -0.6
N -0.671 1.671 -1.877 0.0 -0.3 1.3
O -0.838 1.451 -3.001 -0.1 0.1 -1.2
O -1.446 -0.439 1.073 0.3 -0.2 -0.4
C -0.617 -0.570 0.243 -0.5 -0.7 1.0
N -1.017 -1.109 -1.144 -0.3 0.1 0.1
O -0.100 -1.335 -1.898 0.4 -0.1 -0.2
O -2.190 -1.247 -1.351 -0.2 -0.1 -0.1
H 0.473 -0.508 0.340 0.0 0.1 -0.2
```
Positions in Å, forces in eV/Å.

Summary:
- 2S+1: 1
- Structure (SMILES): O=[N+]([O-])C#[N+][O-].O=C[N+](=O)[O-]
- Frontier orbital gap: 0.3531 Eh
- LUMO energy: -0.0673 hartree

***

No. 3
A 2-piece molecular cluster, C31H27F3N overall in a non-equilibrium geometry, computed with ωB97M-V/def2-TZVPD.

```
62
Properties=species:S:1:pos:R:3:forces:R:3
F -0.728 -5.406 -1.483 0.3 1.0 1.3
C -0.533 -4.493 -0.468 0.0 -0.5 -0.8
C -1.298 -4.616 0.692 0.2 0.5 -0.1
C -1.102 -3.633 1.664 -0.6 -0.2 0.8
F -1.865 -3.698 2.811 0.9 0.1 -1.3
C -0.184 -2.611 1.534 0.5 0.1 -0.2
C 0.626 -2.516 0.357 -1.4 -1.0 0.2
C 1.633 -1.517 0.287 0.8 -0.8 0.0
C 2.597 -1.377 -0.751 0.3 0.7 -0.6
C 3.896 -0.911 -0.400 -0.5 0.2 0.3
C 4.894 -0.778 -1.348 0.3 -0.2 -0.3
C 4.663 -1.137 -2.687 -0.1 0.1 0.6
C 3.380 -1.550 -3.035 -0.4 -0.4 -0.9
F 3.149 -1.903 -4.346 0.1 0.5 1.4
C 2.331 -1.619 -2.128 0.3 -0.2 -0.1
C 0.424 -3.504 -0.653 0.0 0.1 0.1
H -2.008 -5.426 0.823 0.1 0.2 0.0
H -0.050 -1.889 2.340 -0.2 -0.3 -0.2
H 1.929 -1.088 1.249 -0.2 0.1 -0.4
H 4.078 -0.639 0.644 0.0 -0.1 -0.4
H 5.873 -0.394 -1.050 -0.4 -0.2 -0.1
H 5.451 -1.073 -3.436 -0.3 0.0 0.1
H 1.324 -1.841 -2.477 0.4 0.1 0.0
H 1.051 -3.517 -1.543 -0.4 -0.3 0.4
C 3.421 3.108 -0.043 -0.1 -0.2 0.0
C 2.309 3.468 0.733 -0.1 -0.1 -0.2
C 1.071 2.874 0.507 0.0 -0.3 -0.2
C 0.918 1.876 -0.499 1.1 0.6 0.2
C -0.255 1.078 -0.691 -0.6 0.1 -0.1
C -1.434 1.180 0.078 -0.1 -0.3 -0.4
N -2.645 1.142 -0.528 1.1 -0.1 0.7
C -2.783 1.367 -1.958 0.0 -0.3 -0.7
C -4.286 1.249 -2.249 0.1 0.4 -0.1
C -4.917 0.597 -1.014 0.0 -0.3 0.1
C -3.860 0.636 0.099 -0.7 -0.1 0.5
C -1.346 1.215 1.558 -0.1 0.3 0.6
C -0.250 0.562 2.131 0.0 -0.2 0.1
C -0.070 0.464 3.505 -0.4 0.5 -0.1
C -0.984 1.107 4.351 0.2 -0.2 -0.3
C -2.061 1.815 3.802 0.0 0.0 0.0
C -2.256 1.865 2.420 0.4 -0.1 -0.1
C 2.017 1.668 -1.372 -0.4 -0.4 0.3
C 3.261 2.201 -1.098 0.3 0.6 0.2
H 4.400 3.542 0.157 -0.3 -0.1 0.0
H 2.413 4.214 1.522 0.0 -0.2 -0.2
H 0.200 3.156 1.102 0.4 0.0 -0.1
H -0.299 0.512 -1.625 -0.2 0.5 0.1
H -2.380 2.349 -2.247 0.0 -0.3 0.3
H -2.218 0.612 -2.525 -0.2 0.1 0.1
H -4.694 2.251 -2.411 0.0 -0.2 0.0
H -4.454 0.664 -3.157 0.0 0.2 0.1
H -5.816 1.126 -0.694 0.1 -0.2 -0.1
H -5.189 -0.441 -1.220 -0.1 0.2 0.0
H -3.698 -0.362 0.543 0.1 0.3 -0.2
H -4.192 1.287 0.918 0.1 -0.2 -0.4
H 0.462 0.110 1.442 -0.4 0.3 0.4
H 0.779 -0.098 3.896 -0.2 0.2 0.1
H -0.839 1.048 5.428 -0.2 0.1 -0.2
H -2.759 2.334 4.463 0.2 -0.2 -0.2
H -3.088 2.440 2.010 0.3 -0.1 0.2
H 1.862 1.016 -2.234 0.2 0.1 0.2
H 4.124 1.908 -1.697 -0.3 0.3 0.0
```
Positions in Å, forces in eV/Å.

Summary:
- 2S+1: 1
- Net charge: +1
- Frontier orbital gap: 0.1350 Eh
- LUMO energy: -0.2172 hartree

***

No. 4
C14H7BF7IrO2S as an isolated structure, computed with ωB97M-V/def2-TZVPD.

```
33
Properties=species:S:1:pos:R:3:forces:R:3
Ir 0.347 -0.287 0.720 0.0 0.0 0.0
C 3.879 2.242 0.805 0.0 0.0 0.0
C 2.499 1.731 0.730 0.0 0.1 0.0
O 2.270 0.514 0.745 0.0 -0.1 0.0
C -1.546 2.237 -1.055 0.0 0.0 0.0
C -2.766 2.653 -1.539 0.1 -0.1 0.0
C -3.639 3.279 -0.662 -0.1 0.0 0.0
C -3.298 3.485 0.668 0.0 0.0 0.0
C -2.070 3.057 1.152 0.0 0.0 0.0
C -1.214 2.437 0.271 0.1 0.0 0.1
O 0.046 1.932 0.696 0.0 0.0 -0.1
H 4.604 1.433 0.840 0.0 0.0 0.0
H 3.972 2.878 1.691 0.0 0.0 0.0
H 4.065 2.896 -0.052 0.0 0.0 0.0
H -3.012 2.485 -2.579 0.0 0.0 0.0
H -4.601 3.613 -1.025 0.0 0.0 0.0
H -3.990 3.978 1.336 0.0 0.0 0.0
H -1.786 3.194 2.187 0.0 0.0 0.0
F -0.642 1.633 -1.848 0.0 0.0 0.0
B 1.194 2.665 0.593 0.0 0.0 0.0
F 1.216 3.950 0.378 0.0 0.0 0.0
F -1.283 -4.090 -4.785 0.0 0.0 0.0
C -1.069 -3.670 -3.553 0.0 0.0 0.0
C -0.284 -4.424 -2.692 0.0 0.0 0.0
F 0.249 -5.561 -3.108 0.0 0.0 0.0
C -0.068 -3.974 -1.403 0.0 0.0 0.0
F 0.683 -4.703 -0.587 0.0 0.0 0.0
C -0.609 -2.774 -0.952 -0.1 0.1 0.0
S -0.361 -2.298 0.734 0.0 -0.1 0.0
C -1.398 -2.038 -1.835 0.0 -0.1 0.0
F -1.966 -0.894 -1.450 0.0 0.0 0.0
C -1.630 -2.478 -3.124 0.0 0.0 0.0
F -2.386 -1.764 -3.950 0.0 0.0 0.0
```
Positions in Å, forces in eV/Å.

Summary:
- 2S+1: 2
- ⟨S²⟩: 0.76
- Net charge: +1
- Frontier orbital gap (alpha / beta): 0.2680 / 0.2543 Eh
- LUMO energy (alpha / beta): -0.1871 / -0.2012 hartree

***

No. 5
C38H35N5O5S2Zr as an isolated structure in a non-equilibrium geometry, computed with ωB97M-V/def2-TZVPD.

```
86
Properties=species:S:1:pos:R:3:forces:R:3
Zr -0.249 -0.127 0.088 -0.4 0.6 0.8
C -0.222 4.437 0.527 0.0 -0.2 -0.1
C -0.090 3.002 0.955 -0.1 0.0 -0.5
N -0.058 2.055 0.068 -0.3 0.9 0.6
N -0.239 2.429 -1.248 0.3 0.8 -0.9
C -1.245 1.900 -1.860 -0.1 0.6 0.1
S -2.425 0.873 -1.139 -0.1 -0.3 0.2
S -1.326 2.340 -3.580 -0.2 0.0 0.0
C -3.074 2.912 -3.633 0.6 -0.2 0.1
C -3.104 4.298 -3.085 -0.2 0.1 0.0
C -2.792 5.381 -3.900 -0.1 0.0 0.0
C -2.741 6.660 -3.380 0.0 0.1 -0.1
C -2.993 6.873 -2.035 0.0 0.1 0.1
C -3.296 5.799 -1.215 0.0 0.1 0.1
C -3.349 4.518 -1.734 -0.1 -0.1 -0.1
C -0.150 2.653 2.358 -0.4 -0.7 0.2
C 0.170 3.573 3.361 0.0 -0.1 0.0
C -0.111 3.321 4.684 0.2 0.2 0.0
C -0.724 2.122 5.040 0.0 0.0 -0.1
C -1.025 1.183 4.084 0.0 -0.2 -0.3
C -0.744 1.401 2.717 0.1 0.8 0.4
O -1.056 0.497 1.838 -0.6 0.2 1.0
H -0.969 4.511 -0.263 0.1 0.0 0.0
H 0.724 4.781 0.106 0.0 0.0 -0.1
H -0.508 5.081 1.350 0.0 0.0 0.1
H -3.646 2.199 -3.040 -0.1 0.1 -0.2
H -3.363 2.866 -4.682 -0.1 0.0 0.0
H -2.586 5.211 -4.948 0.0 0.0 -0.1
H -2.494 7.492 -4.022 0.0 0.1 -0.1
H -2.950 7.872 -1.627 0.0 0.1 0.0
H -3.483 5.960 -0.163 0.0 0.0 0.1
H -3.582 3.679 -1.094 0.0 -0.1 0.1
H 0.670 4.490 3.090 0.0 0.2 0.0
H 0.133 4.050 5.440 0.1 0.1 0.1
H -0.961 1.926 6.076 0.0 0.0 0.1
H -1.484 0.241 4.351 -0.1 0.0 0.0
O -0.660 -0.505 -4.491 -0.2 -0.1 0.0
C 0.580 -0.960 -4.699 0.4 -0.2 0.2
C 1.026 -1.051 -6.020 -0.2 0.1 0.0
C 2.259 -1.585 -6.313 0.0 0.0 0.1
C 3.090 -2.034 -5.290 0.1 0.0 0.1
C 2.676 -1.925 -3.981 -0.1 0.0 -0.1
C 1.429 -1.383 -3.660 -0.2 0.1 -0.3
C 1.017 -1.280 -2.255 0.8 -1.2 0.4
O 0.051 -0.479 -1.912 0.3 -0.3 -1.3
N 1.632 -2.043 -1.385 0.2 -0.4 -0.6
N 1.078 -1.882 -0.146 0.5 -0.6 0.0
C 1.263 -2.764 0.772 0.0 0.0 -0.5
C 0.425 -2.699 1.944 -0.7 0.2 0.0
C 0.827 -3.212 3.183 0.0 0.0 0.1
C -0.038 -3.242 4.254 0.2 -0.1 0.0
C -1.355 -2.824 4.075 -0.1 0.1 -0.2
C -1.793 -2.352 2.859 0.0 0.1 -0.2
C -0.919 -2.218 1.759 0.5 -1.2 1.4
O -1.324 -1.731 0.623 -0.9 -0.3 -0.2
H -0.818 -0.405 -3.532 0.0 0.1 -0.2
H 0.364 -0.697 -6.796 -0.1 0.0 -0.1
H 2.579 -1.662 -7.342 0.0 0.0 -0.1
H 4.051 -2.467 -5.524 0.1 0.0 0.0
H 3.306 -2.259 -3.173 0.1 0.0 0.1
H 1.934 -3.616 0.627 0.0 0.3 -0.2
H 1.843 -3.576 3.290 0.0 0.0 0.0
H 0.289 -3.597 5.219 0.1 -0.1 0.0
H -2.042 -2.867 4.908 -0.1 0.0 0.0
H -2.816 -2.036 2.722 -0.1 0.1 0.0
O 1.493 0.086 1.790 0.3 -0.3 0.4
C 2.529 1.024 2.066 0.6 0.5 0.0
C 3.915 0.382 1.971 -0.4 -0.1 -0.2
C 4.032 -0.572 0.775 -0.1 0.1 0.1
C 3.799 0.076 -0.562 0.4 -0.2 0.1
C 4.812 0.035 -1.514 0.0 0.1 -0.1
C 4.612 0.609 -2.757 -0.2 0.1 0.1
C 3.404 1.237 -2.994 0.1 0.0 0.1
C 2.458 1.252 -1.981 0.1 0.4 -0.4
N 2.622 0.667 -0.796 0.0 0.0 -0.1
H 1.498 -0.586 2.492 -0.3 0.1 -0.2
H 2.385 1.459 3.063 -0.1 -0.1 -0.2
H 2.417 1.818 1.324 0.0 -0.2 0.2
H 4.112 -0.189 2.882 0.1 0.0 0.0
H 4.662 1.175 1.901 0.0 0.0 0.1
H 3.300 -1.374 0.894 0.2 0.0 0.0
H 5.026 -1.021 0.784 0.0 -0.1 0.0
H 5.746 -0.452 -1.282 0.1 -0.1 0.1
H 5.380 0.569 -3.516 0.1 0.0 -0.1
H 3.189 1.707 -3.940 -0.1 0.1 -0.1
H 1.525 1.782 -2.124 0.1 -0.1 -0.1
```
Positions in Å, forces in eV/Å.

Summary:
- 2S+1: 1
- Frontier orbital gap: 0.2766 Eh
- LUMO energy: -0.0104 hartree

***

No. 6
An isolated ion of composition C4H8FN2 and charge +1 in a non-equilibrium geometry, computed with ωB97M-V/def2-TZVPD.

```
15
Properties=species:S:1:pos:R:3:forces:R:3
C -0.885 -2.187 0.067 -0.4 -2.2 -0.1
N -0.168 -1.190 0.257 0.3 0.8 -0.9
C 0.096 0.056 0.314 -0.6 2.1 4.4
C 0.100 0.637 2.033 1.1 -3.8 -0.7
F -0.853 0.024 2.789 -0.3 -0.3 -0.9
N 0.460 0.942 -0.573 0.5 0.2 -1.2
C 0.559 0.825 -2.046 -2.4 -0.4 0.8
H -0.333 -3.135 0.326 -1.1 0.5 -0.6
H -1.966 -2.239 -0.339 1.7 0.5 0.9
H 1.050 0.405 2.583 -0.3 -0.3 -1.4
H -0.026 1.634 2.157 -0.7 3.3 -0.7
H 0.337 1.918 -0.373 0.3 0.1 1.1
H -0.450 0.517 -2.359 0.3 0.7 -0.5
H 1.162 0.051 -2.364 1.7 -1.6 -0.3
H 0.917 1.743 -2.472 -0.2 0.4 0.0
```
Positions in Å, forces in eV/Å.

Summary:
- 2S+1: 1
- Structure (SMILES): C=N/C(CF)=[NH+]\C
- Net charge: +1
- Frontier orbital gap: 0.3800 Eh
- LUMO energy: -0.1686 hartree

***

No. 7
One molecule with the formula C3H3ClN2O in a non-equilibrium geometry, computed with ωB97M-V/def2-TZVPD.

```
10
Properties=species:S:1:pos:R:3:forces:R:3
N -0.775 -1.601 0.196 -0.3 0.1 0.1
C -0.229 -0.353 0.059 1.4 0.2 -0.1
O -1.015 0.745 0.067 -0.4 -0.4 0.1
C -0.157 1.790 0.005 0.9 0.1 -0.1
N 1.083 1.446 -0.044 -0.2 0.6 0.0
C 1.073 0.083 -0.012 -1.2 -0.4 0.0
Cl 2.483 -0.868 -0.064 0.1 -0.2 0.0
H -0.176 -2.348 -0.121 -0.1 0.0 0.0
H -1.739 -1.678 -0.087 0.1 -0.1 -0.1
H -0.548 2.785 0.001 -0.3 0.1 0.0
```
Positions in Å, forces in eV/Å.

Summary:
- 2S+1: 1
- Structure (SMILES): Nc1ocnc1Cl
- Frontier orbital gap: 0.3268 Eh
- LUMO energy: 0.0276 hartree